1.
C14H42HfNO10S7 as an isolated structure, computed with ωB97M-V/def2-TZVPD.

Summary:
- Gap between HOMO and LUMO: 4.16 eV
- HOMO energy: -14.43 eV
- Charge: +3

Atoms and positions in Å:
Hf  0.45868  -1.33653  -1.59158
N  0.38874  0.40218  0.85911
O  0.41258  1.08744  1.84562
O  -0.65178  0.20187  0.16664
O  1.36073  -0.25091  0.38529
C  -2.63518  1.60259  -4.08028
S  -2.45226  0.80754  -2.45869
O  -1.13743  0.05407  -2.54385
C  -2.16497  2.31686  -1.48098
H  -1.87475  2.37295  -4.19940
H  -3.62415  2.04442  -4.18654
H  -2.49370  0.80243  -4.80384
H  -2.96450  3.02065  -1.73172
H  -1.23327  2.67100  -1.92039
H  -2.13520  2.31072  -0.39513
C  -0.53280  -1.57839  3.69951
S  -1.03054  -2.76345  2.39755
O  -0.27100  -2.38380  1.14340
C  -0.38176  -4.33798  3.09236
H  0.55373  -1.48577  3.59085
H  -0.70264  -1.85786  4.73507
H  -0.85447  -0.57784  3.41405
H  -0.87300  -4.59188  4.02879
H  0.70334  -4.44933  3.10773
H  -0.64154  -5.13419  2.38637
C  -3.77707  4.19991  1.91446
S  -3.51008  3.64038  3.62545
O  -4.81798  2.95546  3.91075
C  -2.40974  2.26271  3.15678
H  -4.07569  5.24456  1.86013
H  -4.40822  3.49245  1.38633
H  -2.78704  4.20921  1.43387
H  -2.80388  1.63258  2.35561
H  -2.29821  1.65319  4.05385
H  -1.42253  2.57988  2.81536
C  -3.92086  -3.32314  -1.63987
S  -2.86189  -2.65039  -0.36096
O  -1.65621  -1.92714  -1.02188
C  -3.97860  -1.37800  0.35128
H  -4.86668  -3.55760  -1.14511
H  -3.57976  -4.24273  -2.11366
H  -4.15104  -2.63264  -2.45407
H  -4.10446  -0.53417  -0.33446
H  -3.51458  -0.96676  1.24258
H  -4.98543  -1.78302  0.43052
C  1.36788  3.34950  -0.43068
S  1.85254  2.31388  -1.79003
O  0.93563  1.09696  -1.81120
C  1.34239  3.46974  -3.12560
H  1.59128  2.95163  0.55728
H  0.41645  3.86851  -0.51376
H  2.10445  4.16337  -0.52498
H  1.03376  4.46244  -2.80179
H  0.43853  3.06918  -3.59867
H  2.05129  3.51417  -3.95005
C  2.91414  -2.53945  2.20506
S  2.72173  -3.48899  0.70159
O  2.09819  -2.59419  -0.34777
C  4.44601  -3.79800  0.23123
H  3.98089  -2.44107  2.45191
H  2.61595  -3.12262  3.07656
H  2.51139  -1.53469  2.14198
H  4.49007  -4.25187  -0.75942
H  4.91787  -4.52608  0.88921
H  4.93235  -2.82363  0.20456
C  4.65149  0.14709  -0.38018
S  4.17278  -0.81686  -1.83830
O  2.66623  -0.63328  -1.96604
C  4.97262  0.21864  -3.10901
H  4.36984  1.18849  -0.51850
H  5.73459  0.12892  -0.25868
H  4.14918  -0.37919  0.42813
H  4.73659  -0.30658  -4.03435
H  6.03347  0.31509  -2.90184
H  4.45751  1.17735  -3.15355

Population analysis type Löwdin, resulting atomic charges in e:
1 Hf 2.25
2 N -0.51
3 O 0.11
4 O -0.10
5 O -0.14
6 C -0.18
7 S 0.96
8 O -0.69
9 C -0.20
10 H 0.06
11 H 0.08
12 H 0.07
13 H 0.08
14 H 0.03
15 H 0.05
16 C -0.20
17 S 0.87
18 O -0.64
19 C -0.21
20 H 0.04
21 H 0.08
22 H 0.03
23 H 0.07
24 H 0.04
25 H 0.06
26 C -0.27
27 S 0.87
28 O -0.55
29 C -0.29
30 H 0.05
31 H 0.05
32 H 0.03
33 H 0.04
34 H 0.05
35 H 0.03
36 C -0.22
37 S 0.97
38 O -0.72
39 C -0.17
40 H 0.08
41 H 0.07
42 H 0.07
43 H 0.05
44 H 0.05
45 H 0.08
46 C -0.23
47 S 0.95
48 O -0.67
49 C -0.19
50 H 0.06
51 H 0.07
52 H 0.08
53 H 0.07
54 H 0.05
55 H 0.07
56 C -0.22
57 S 0.95
58 O -0.70
59 C -0.21
60 H 0.07
61 H 0.06
62 H 0.05
63 H 0.07
64 H 0.09
65 H 0.04
66 C -0.19
67 S 0.95
68 O -0.71
69 C -0.18
70 H 0.06
71 H 0.08
72 H 0.04
73 H 0.07
74 H 0.08
75 H 0.05


2.
C14H42K3O18P as an isolated structure, computed with ωB97M-V/def2-TZVPD.

Summary:
- Gap between HOMO and LUMO: 8.77 eV
- HOMO energy: -9.00 eV

Atoms and positions in Å:
K  10.78132  -0.89961  -26.49510
K  9.44898  -4.81834  -28.95565
K  10.65978  -5.93692  -23.59264
P  10.51735  -3.85698  -26.28351
O  11.42126  -3.35093  -27.42526
O  10.92846  -3.25493  -24.87360
O  10.63008  -5.30835  -26.26642
O  9.06406  -3.38805  -26.65635
C  12.48678  -1.02502  -22.41260
C  11.68924  -0.47200  -21.23337
O  10.53867  -1.21586  -20.92229
O  11.89187  -0.87962  -23.70333
H  12.74580  -2.08470  -22.36864
H  13.42471  -0.46902  -22.48351
H  11.38925  0.52702  -21.56738
H  12.38488  -0.44342  -20.39466
H  10.21748  -1.73580  -21.67430
H  11.43921  -1.64700  -24.06830
C  14.45561  -3.87082  -25.40864
C  14.19526  -3.75818  -23.87936
O  12.84778  -4.14795  -23.57018
O  13.78317  -2.81109  -26.04483
H  14.17907  -4.89871  -25.66745
H  15.49360  -3.77055  -25.73457
H  14.52960  -2.73680  -23.69229
H  14.83491  -4.50837  -23.41416
H  12.18031  -3.59233  -24.03046
H  12.91605  -3.09841  -26.35856
C  5.86848  -4.89006  -26.10939
C  6.77546  -6.07821  -25.79558
O  8.01554  -5.62300  -25.19359
O  6.16810  -4.24483  -27.31369
H  5.90598  -4.20463  -25.26031
H  4.85172  -5.25118  -26.28468
H  7.11019  -6.69143  -26.64293
H  6.38588  -6.85611  -25.13531
H  8.39068  -5.10126  -25.91377
H  7.02626  -3.81738  -27.15290
C  6.20142  -0.43875  -28.45067
C  7.74298  -0.33620  -28.35696
O  8.35955  -1.59352  -28.54200
O  5.63732  -1.04268  -27.32766
H  5.94400  -1.02609  -29.33849
H  5.76360  0.56091  -28.47086
H  8.06741  0.12011  -27.41836
H  7.90845  0.37593  -29.17039
H  8.29230  -2.16005  -27.77031
H  5.94566  -1.93834  -27.14211
C  11.13510  -8.21499  -27.83976
C  12.53323  -7.62424  -27.77609
O  12.74684  -7.01610  -26.51900
O  10.04823  -7.31102  -27.74301
H  11.03458  -9.02195  -27.09750
H  10.90034  -8.87648  -28.68241
H  12.65791  -6.99274  -28.66743
H  13.29806  -8.36068  -28.02900
H  12.14451  -6.25418  -26.46803
H  10.29094  -6.69800  -27.02176
C  14.03859  -3.66920  -30.14153
C  13.10022  -2.45023  -30.15864
O  11.80516  -2.84553  -29.82886
O  14.48832  -4.05985  -28.82339
H  14.92207  -3.55628  -30.77074
H  13.56166  -4.61473  -30.41842
H  13.23547  -2.02722  -31.15996
H  13.32847  -1.57564  -29.53829
H  11.68827  -3.11228  -28.89512
H  13.67484  -4.10191  -28.30358
C  8.02650  -2.77380  -22.97687
C  7.86827  -1.44594  -23.78568
O  8.60614  -1.43287  -25.00244
O  9.39508  -3.07213  -22.77375
H  7.63702  -3.61776  -23.56068
H  7.43597  -2.87940  -22.06680
H  8.22576  -0.59623  -23.20584
H  6.77567  -1.40271  -23.85511
H  8.76023  -2.30038  -25.41379
H  9.91945  -3.12225  -23.58916

Population analysis type Löwdin, resulting atomic charges in e:
1 K 0.93
2 K 0.91
3 K 0.92
4 P 0.00
5 O -0.42
6 O -0.42
7 O -0.39
8 O -0.44
9 C -0.22
10 C -0.24
11 O -0.07
12 O -0.11
13 H 0.10
14 H 0.12
15 H 0.12
16 H 0.12
17 H 0.04
18 H 0.00
19 C -0.23
20 C -0.21
21 O -0.16
22 O -0.08
23 H 0.11
24 H 0.12
25 H 0.11
26 H 0.12
27 H -0.02
28 H 0.01
29 C -0.23
30 C -0.18
31 O -0.13
32 O -0.06
33 H 0.12
34 H 0.13
35 H 0.12
36 H 0.12
37 H 0.01
38 H 0.04
39 C -0.24
40 C -0.23
41 O -0.09
42 O -0.06
43 H 0.12
44 H 0.12
45 H 0.11
46 H 0.12
47 H 0.01
48 H 0.06
49 C -0.25
50 C -0.23
51 O -0.06
52 O -0.15
53 H 0.12
54 H 0.12
55 H 0.12
56 H 0.12
57 H 0.03
58 H 0.00
59 C -0.20
60 C -0.24
61 O -0.12
62 O -0.09
63 H 0.11
64 H 0.11
65 H 0.11
66 H 0.12
67 H -0.03
68 H 0.05
69 C -0.20
70 C -0.19
71 O -0.16
72 O -0.12
73 H 0.09
74 H 0.13
75 H 0.12
76 H 0.11
77 H 0.00
78 H 0.00


3.
C14H42N2O9 as an isolated structure, computed with ωB97M-V/def2-TZVPD.

Summary:
- Gap between HOMO and LUMO: 8.02 eV
- HOMO energy: -7.66 eV

Atoms and positions in Å:
O  -0.40240  -3.10080  1.95649
H  0.19142  -2.45448  1.57454
H  -1.14759  -3.12627  1.35626
C  2.65159  -0.76110  4.82705
C  1.82911  -2.03644  4.96946
O  0.79942  -1.88650  5.98252
O  3.28086  -0.41739  6.00311
H  2.20947  0.15272  4.43012
H  3.52499  -1.04572  4.24031
H  2.47645  -2.88054  5.20727
H  1.58256  -2.34043  3.95216
H  0.91288  -2.61328  6.59938
H  2.56566  -0.00632  6.49413
C  0.57145  0.11082  1.25530
C  1.11162  -1.22704  1.85779
O  1.05902  -2.30452  0.93818
O  1.31856  0.70057  0.23118
H  0.41469  0.93598  1.95002
H  -0.38379  -0.21780  0.84588
H  0.81218  -1.49291  2.87157
H  2.18009  -1.06335  1.99806
H  1.13330  -1.79440  0.12833
H  0.87116  1.51317  -0.01603
C  1.87603  -2.09355  -1.72152
C  0.80216  -3.18466  -2.02425
O  0.95955  -3.63628  -3.34762
O  1.60845  -0.89912  -2.39335
H  2.90300  -2.42900  -1.86611
H  2.00981  -1.83851  -0.67026
H  -0.24726  -2.95143  -1.84418
H  1.05451  -3.96754  -1.30904
H  0.42244  -4.42778  -3.42907
H  1.80100  -0.98001  -3.33035
C  1.78262  3.12693  -0.79653
C  0.30184  2.56618  -0.72364
C  -0.64496  3.56201  -1.44100
O  -0.61986  4.84196  -0.85124
C  -1.39561  5.71990  -1.71458
N  0.26691  1.24134  -1.29461
H  2.49251  2.33729  -0.55032
H  1.86017  4.06298  -0.24345
H  1.97969  3.50494  -1.79971
H  -0.06354  2.53961  0.30296
H  -1.56604  2.98078  -1.39783
H  -0.28603  3.63984  -2.46727
H  -1.09307  5.66797  -2.76046
H  -1.28607  6.70797  -1.26757
H  -2.45866  5.47907  -1.71988
H  -0.41730  1.17836  -2.03487
H  1.11797  0.71647  -1.43704
C  -4.24159  -0.30411  -0.86411
C  -3.03943  0.59693  -1.16625
C  -1.60644  0.13517  -0.67630
O  -1.54320  -1.27332  -0.76222
C  -1.38830  -1.87860  -2.08249
N  -2.98433  0.73180  -2.59847
H  -4.02984  -1.22274  -1.41127
H  -5.19382  0.05836  -1.25137
H  -4.36369  -0.61599  0.17316
H  -3.12115  1.58166  -0.70611
H  -1.49113  0.42402  0.36838
H  -0.85610  0.60058  -1.31542
H  -1.29834  -2.94130  -1.85737
H  -0.44835  -1.56696  -2.53798
H  -2.09969  -1.61797  -2.86613
H  -2.77611  -0.15099  -3.04279
H  -2.24158  1.33393  -2.92381

Population analysis type Löwdin, resulting atomic charges in e:
1 O -0.07
2 H -0.26
3 H 0.03
4 C -0.29
5 C -0.21
6 O -0.05
7 O -0.05
8 H 0.13
9 H 0.12
10 H 0.13
11 H 0.08
12 H 0.08
13 H 0.09
14 C -0.16
15 C -0.15
16 O -0.02
17 O -0.14
18 H 0.14
19 H 0.08
20 H 0.10
21 H 0.13
22 H 0.05
23 H -0.06
24 C -0.18
25 C -0.27
26 O -0.03
27 O -0.06
28 H 0.14
29 H 0.09
30 H -0.01
31 H 0.13
32 H 0.10
33 H 0.12
34 C 0.01
35 C -0.36
36 C -0.19
37 O -0.15
38 C -0.07
39 N -0.04
40 H 0.09
41 H 0.09
42 H 0.09
43 H 0.16
44 H 0.11
45 H 0.13
46 H 0.09
47 H 0.09
48 H 0.09
49 H 0.10
50 H 0.10
51 C -0.05
52 C -0.40
53 C -0.21
54 O -0.13
55 C -0.07
56 N 0.03
57 H 0.06
58 H 0.07
59 H 0.08
60 H 0.12
61 H 0.11
62 H -0.04
63 H 0.10
64 H 0.08
65 H 0.09
66 H 0.04
67 H 0.06